[1]
Formula: C6H9N2S
Source: OMol25
Level of theory: ωB97M-V with the def2-TZVPD basis set

Calculated values
Total energy ... -741.31666 Eh
SMILES ... CC1=[N+]2SC=CN[C@@]12C
Orbital gap (spin up / spin down) ... 7.142 / 7.141 eV
E_HOMO (spin up / spin down) ... -12.2 / -12.2 eV

```
! RIJCOSX wB97M-V def2-TZVPD def2/J DEFGRID3
* xyz 1 1
C 0.27003 1.70802 -1.20054
C 0.62223 0.33149 -0.93805
N 1.45269 -0.27549 -0.10837
S 1.90324 0.30523 1.41207
C 0.51740 0.97393 1.99466
C -0.69510 0.35665 1.61999
N -0.84960 -0.42484 0.55442
C 0.01313 -0.85412 -0.45176
C -0.12031 -2.20727 -0.99451
H 0.21573 1.65441 -2.21758
H 0.89356 2.41182 -0.64682
H -0.85563 1.94239 -0.87829
H 0.60580 1.79006 2.69410
H -1.52168 0.77042 2.21989
H -1.78235 -0.73675 0.26413
H 0.75840 -2.61954 -1.29293
H -0.86885 -2.19652 -1.85327
H -0.55870 -2.92989 -0.17716
*
```

Mulliken population analysis, charges in e, atoms 1 to 4: atom 1 (C): -1.27, atom 2 (C): 0.08, atom 3 (N): -0.26, atom 4 (S): 0.02


[2]
Formula: C3H8SSi
Source: OMol25
Level of theory: ωB97M-V with the def2-TZVPD basis set

Calculated values
Total energy ... -806.66525 Eh
Orbital gap ... 8.504 eV
E_HOMO ... -8.2 eV

```
! RIJCOSX wB97M-V def2-TZVPD def2/J DEFGRID3
* xyz 0 1
C -1.29524 0.61402 -1.36877
C 0.75037 -1.56189 -0.32047
C 0.60395 0.86279 1.43182
Si -0.29309 -0.03942 0.06466
S -2.35423 -0.48648 -0.51046
H -1.57295 2.35413 -0.76007
H -1.13889 0.53054 -2.42242
H 0.37554 -2.56649 -0.15637
H 0.84224 -1.47291 -1.43441
H 1.72544 -1.44822 0.18458
H 0.83408 1.89712 1.16675
H 0.05077 0.86310 2.32020
H 1.47200 0.45373 1.80497
*
```

Mulliken population analysis, charges in e, atoms 1 to 4: atom 1 (C): -0.55, atom 2 (C): -0.97, atom 3 (C): -1.19, atom 4 (Si): 0.51


[3]
Formula: C21H24O2
Source: OMol25
Level of theory: ωB97M-V with the def2-TZVPD basis set

Calculated values
Total energy ... -965.11141 Eh
SMILES ... O=C(CCCCCCCC(=O)c1ccccc1)c1ccccc1
Orbital gap ... 9.962 eV
E_HOMO ... -9.6 eV

```
! RIJCOSX wB97M-V def2-TZVPD def2/J DEFGRID3
* xyz 0 1
O 3.87037 0.76307 -1.45303
C 4.25267 0.50183 -0.33438
C 3.69056 1.18657 0.89535
C 2.45933 2.03530 0.58347
C 1.23044 1.17745 0.29205
C -0.00007 2.03151 0.00000
C -1.23061 1.17751 -0.29204
C -2.45946 2.03542 -0.58346
C -3.69073 1.18673 -0.89532
C -4.25282 0.50199 0.33440
O -3.87063 0.76334 1.45307
C -5.31736 -0.51368 0.10699
C -5.96641 -0.69168 -1.11365
C -6.95217 -1.65272 -1.24324
C -7.30046 -2.45052 -0.16506
C -6.66307 -2.28080 1.05332
C -5.68268 -1.31768 1.18747
C 5.31736 -0.51368 -0.10697
C 5.96628 -0.69177 1.11372
C 6.95221 -1.65265 1.24328
C 7.30080 -2.45019 0.16500
C 6.66353 -2.28039 -1.05343
C 5.68297 -1.31744 -1.18755
H 3.44741 0.43097 1.64533
H 4.48336 1.82151 1.30135
H 2.67395 2.66064 -0.28494
H 2.25056 2.69047 1.43228
H 1.43836 0.53803 -0.56751
H 1.02445 0.53173 1.15001
H -0.20599 2.67598 0.85794
H 0.20589 2.67596 -0.85794
H -1.43857 0.53811 0.56752
H -1.02465 0.53178 -1.15000
H -2.67405 2.66077 0.28495
H -2.25067 2.69057 -1.43227
H -3.44764 0.43114 -1.64533
H -4.48352 1.82171 -1.30128
H -5.71779 -0.07649 -1.96443
H -7.45326 -1.78091 -2.19162
H -8.06933 -3.20103 -0.27511
H -6.93326 -2.89857 1.89691
H -5.17665 -1.16698 2.12959
H 5.71742 -0.07679 1.96458
H 7.45319 -1.78091 2.19170
H 8.06980 -3.20057 0.27503
H 6.93396 -2.89796 -1.89709
H 5.17704 -1.16667 -2.12971
*
```

Mulliken population analysis, charges in e, atoms 1 to 4: atom 1 (O): -0.63, atom 2 (C): 0.65, atom 3 (C): -0.95, atom 4 (C): -0.82


[4]
Formula: C12H13ClNO5S2
Source: OMol25
Level of theory: ωB97M-V with the def2-TZVPD basis set

Calculated values
Total energy ... -2152.42452 Eh
Orbital gap ... 4.681 eV
E_HOMO ... -3.7 eV

```
! RIJCOSX wB97M-V def2-TZVPD def2/J DEFGRID3
* xyz -1 1
C -4.28962 1.55172 0.77576
C -2.87316 1.27158 0.30817
C -2.20485 0.06237 1.08169
O -2.30476 -1.05963 0.43793
C -2.41460 0.00157 2.64940
C -3.82397 0.35619 3.08349
S -4.43803 1.94577 2.52269
H -4.66127 2.46787 0.28766
H -4.98427 0.73291 0.54797
H -2.92878 0.95489 -0.73820
H -2.30113 2.22608 0.32113
H -2.21647 -1.04253 2.91362
H -1.71698 0.62976 3.23467
H -4.56360 -0.40499 2.81552
H -3.84585 0.47876 4.17494
O 6.36127 -2.23761 -2.34274
N 5.95473 -1.06556 -2.15312
O 6.69021 -0.06565 -2.31472
C 4.59035 -0.87537 -1.75500
C 4.07856 0.43464 -1.61972
C 2.70926 0.61711 -1.43567
C 1.85785 -0.49252 -1.38263
S 0.00363 -0.23614 -1.30924
C -0.77808 0.00957 0.75691
Cl -0.01361 1.45913 1.19286
O -0.31916 1.06425 -1.88168
O -0.52206 -1.42330 -1.88948
C 2.38077 -1.79224 -1.47209
C 3.73473 -1.98010 -1.64925
H 4.76265 1.27659 -1.70017
H 2.31069 1.61895 -1.34900
H -0.13085 -0.83420 1.06020
H 1.72256 -2.66165 -1.41753
H 4.17383 -2.98821 -1.75438
*
```

Mulliken population analysis, charges in e, atoms 1 to 4: atom 1 (C): -0.85, atom 2 (C): -0.88, atom 3 (C): 1.60, atom 4 (O): -0.91